1.
11
Properties=species:S:1:pos:R:3:forces:R:3 method="wB97M-V/def2-TZVPD" gap_ev=6.91 e_tot_ev=-6176.76733 total_charge=-1 max_force_ha_per_bohr=0.0952 relative_energy_kj_mol=151.5
O 2.084164 -0.607112 -1.433801 0.569 0.372 0.300
H 1.234476 -0.985353 -1.625819 -0.574 -0.321 -0.321
N 0.553316 0.744399 0.992802 -1.791 0.373 0.553
C -0.888915 0.433580 0.689653 2.236 -1.825 1.149
N -1.123114 -0.602681 -0.374885 0.538 2.739 -4.023
H 1.073605 1.070532 0.202419 0.160 -0.154 -0.886
H 1.003251 -0.121889 1.251023 0.090 -0.112 -0.162
H -1.480581 1.323650 0.549380 -0.019 0.288 -0.547
H -1.213652 0.028513 1.693437 -0.151 0.024 -1.142
H -0.318460 -1.246473 -0.464867 -0.275 0.589 0.699
H -0.924090 -0.037166 -1.479343 -0.782 -1.975 4.382



2.
22
Properties=species:S:1:pos:R:3:forces:R:3 method="wB97M-V/def2-TZVPD" gap_ev=11.08 e_tot_ev=-14761.20806 total_charge=+1 max_force_ha_per_bohr=0.0561 relative_energy_kj_mol=78.1
Li -14.515000 1.542000 1.834000 0.446 -0.191 -0.165
O -14.387000 3.735000 1.997000 -0.160 -0.286 -0.597
H -14.544000 4.172000 2.810000 0.299 -0.120 2.433
H -14.740000 4.476000 1.515000 -0.194 0.198 -1.861
O -12.542000 1.086000 2.287000 -0.260 -0.078 0.934
H -11.896000 1.785000 2.396000 0.292 0.402 -0.384
H -12.584000 0.755000 3.199000 -0.089 -0.280 -0.330
O -16.843000 3.593000 -0.224000 -0.426 1.181 0.613
H -16.542000 3.061000 0.506000 0.259 -0.525 -0.010
H -16.633000 3.130000 -1.017000 0.268 -0.571 -0.839
O -15.041000 1.390000 4.130000 0.029 0.730 -0.843
H -15.968000 1.497000 4.281000 -1.337 0.981 -0.620
H -14.977000 0.762000 4.810000 1.545 -1.757 1.685
O -14.929000 -0.693000 1.834000 0.252 -0.321 -1.507
H -15.698000 -0.672000 2.368000 -0.993 0.153 1.523
H -15.302000 -1.194000 1.084000 0.833 0.113 0.042
O -13.816000 1.538000 -0.193000 -1.343 -1.828 0.215
H -13.384000 2.309000 -0.515000 0.524 0.691 -0.885
H -14.008000 0.881000 -0.907000 0.577 1.263 0.729
O -16.542000 1.613000 1.888000 2.225 0.362 -0.245
H -17.004000 2.297000 2.319000 -1.115 1.309 0.807
H -17.148000 0.955000 1.656000 -1.633 -1.426 -0.695



3.
13
Properties=species:S:1:pos:R:3:forces:R:3 method="wB97M-V/def2-TZVPD" gap_ev=8.11 e_tot_ev=-9268.30352 total_charge=0 max_force_ha_per_bohr=0.0074 relative_energy_kj_mol=501.6
C 1.189157 -1.361319 -1.529716 0.038 -0.042 -0.028
C 0.451463 -0.400011 -0.642592 -0.020 -0.095 -0.030
N 0.826880 0.913702 -0.701088 -0.212 -0.061 0.135
O 0.153633 1.655919 0.061967 0.017 -0.171 -0.050
C -1.047299 0.589809 0.727267 -0.044 -0.030 0.021
N -1.229256 0.852872 2.070712 0.152 0.093 -0.034
C -0.611724 -0.673381 0.210917 0.157 0.333 -0.092
H 2.201352 -1.004839 -1.742196 -0.149 -0.036 0.050
H 1.245033 -2.342631 -1.053133 -0.008 0.157 -0.048
H 0.669087 -1.486858 -2.486275 0.067 0.021 0.149
H -1.502814 1.801889 2.282933 0.018 -0.116 -0.018
H -0.488955 0.521017 2.673911 -0.093 -0.020 -0.065
H -1.854093 0.988876 0.099291 0.076 -0.032 0.010



4.
62
Properties=species:S:1:pos:R:3:forces:R:3 method="wB97M-V/def2-TZVPD" gap_ev="10.07 / 7.38" e_tot_ev=-108308.29998 spin_multiplicity=2 total_charge=+1 max_force_ha_per_bohr=0.1051
Cu -2.192189 0.066162 2.591311 0.308 0.235 -0.828
C 1.206054 0.633913 0.262239 0.306 0.890 0.910
C -0.073858 0.031870 -0.239579 -0.959 -1.106 0.044
O -1.184831 -0.010523 0.607508 0.687 0.657 -0.071
H 1.805258 0.645873 -0.648206 0.555 -0.161 0.423
H 1.605169 0.054781 1.094961 0.332 -0.231 -0.338
H 1.169720 1.651942 0.650028 -0.416 0.173 -0.271
H 0.253229 -0.996832 -0.390897 -0.352 -0.340 -0.435
H -0.319129 0.483598 -1.200768 -0.328 0.182 -0.005
O 3.645993 -4.162356 -2.567481 -0.574 1.220 0.369
C 3.888020 -3.002162 -2.794659 0.308 -1.748 -1.052
O 2.966426 -2.012647 -2.881085 -1.532 -0.687 0.321
C 3.503548 -0.769202 -3.285090 0.500 0.794 1.567
C 4.835533 -1.129715 -3.868758 0.340 0.348 0.434
C 5.218357 -2.473677 -3.189432 0.388 1.564 -1.016
H 3.595807 -0.136108 -2.402592 0.096 -0.037 0.384
H 2.868576 -0.173727 -3.941075 -0.329 -0.729 -0.291
H 5.579498 -0.374131 -3.616368 -0.046 0.125 -0.756
H 4.529816 -1.189320 -4.913311 1.368 -0.447 -0.358
H 5.824508 -2.359774 -2.290706 0.044 0.297 0.015
H 5.814687 -3.046336 -3.899752 -0.455 -0.598 0.317
O -2.107047 2.363268 2.574373 1.407 2.204 1.085
C -1.543002 3.460139 2.734448 -2.237 -1.575 0.931
O -1.477655 4.187095 3.883684 -2.053 -4.979 0.451
C -0.548200 5.188029 3.831038 0.311 1.596 0.388
C -0.720847 5.623261 2.385019 0.502 1.111 1.181
C -0.860698 4.252234 1.745097 1.560 1.553 -2.066
H 0.458705 4.853197 4.080296 0.160 -0.333 -0.215
H -0.886464 5.774801 4.685069 0.384 1.039 -0.534
H 0.075964 6.313634 2.108293 0.000 -0.388 -0.601
H -1.670976 6.154917 2.332990 -0.011 0.055 -0.229
H 0.106755 3.753556 1.686299 0.435 0.105 -0.393
H -1.264967 4.366778 0.739349 -0.251 -0.754 0.172
O -3.976501 0.703234 1.431442 -2.125 1.426 -2.451
C -4.599324 1.208123 0.471812 -0.304 -0.870 1.831
O -5.935008 1.573804 0.560055 1.636 -0.701 1.937
C -6.479462 2.080349 -0.629577 0.451 0.311 -1.684
C -5.516717 1.545336 -1.719850 0.512 -0.381 0.092
C -4.162680 1.411573 -0.953104 -0.383 0.366 -0.006
H -6.542087 3.168354 -0.650263 0.631 0.231 0.400
H -7.532390 1.823855 -0.746465 0.224 -0.807 0.171
H -5.414489 2.202892 -2.583140 -0.146 -0.056 0.099
H -5.818852 0.557071 -2.066468 -0.179 0.065 -0.010
H -3.621459 2.350650 -1.068514 0.137 0.111 0.366
H -3.450550 0.621819 -1.192403 -0.350 -0.091 -0.369
O -0.591598 -1.850430 2.900179 2.424 -0.595 0.796
C 0.469281 -2.504532 2.900954 -1.899 1.096 1.977
O 1.438976 -2.506960 3.874116 -0.623 1.158 -0.227
C 2.638192 -3.227354 3.408508 -0.660 0.168 0.714
C 2.036613 -4.209736 2.442646 2.140 1.411 -1.571
C 0.832262 -3.429953 1.852359 0.629 -2.346 0.175
H 3.216904 -3.683266 4.211846 -0.836 -0.070 0.542
H 3.384873 -2.538963 3.012670 -0.547 0.439 -0.552
H 1.915036 -5.183617 2.916857 -0.686 0.169 -0.394
H 2.822141 -4.232985 1.687324 -0.170 -1.024 -0.352
H 0.098563 -4.220786 1.696256 -0.642 0.797 -0.509
H 0.975857 -2.750269 1.012413 0.421 -0.757 -0.621
C 0.003047 -3.247548 -3.777704 -0.127 -0.726 -1.113
Cl -0.893425 -4.645363 -4.480522 -0.012 0.210 0.446
Cl 0.194232 -3.305248 -2.043933 -0.274 -0.109 0.310
H 0.980243 -3.358601 -4.247649 -0.106 0.564 0.275
H -0.573440 -2.373984 -4.082088 0.418 -0.023 0.195



5.
65
Properties=species:S:1:pos:R:3:forces:R:3 method="wB97M-V/def2-TZVPD" gap_ev=5.37 e_tot_ev=-131830.73269 total_charge=-1 max_force_ha_per_bohr=0.0975 relative_energy_kj_mol=141.3
O -3.580377 0.162262 -3.908806 -1.202 0.289 -0.235
C -2.509172 0.061827 -3.540441 0.800 -0.070 -0.120
Co -0.855105 -0.205185 -2.947688 0.785 0.105 0.623
C 0.200049 1.228919 -3.400774 -0.848 -0.694 0.886
O 0.828805 2.122504 -3.719846 0.359 0.398 -0.299
C -0.988709 -0.489908 -1.172648 1.050 0.454 -1.517
O -1.143429 -0.711562 -0.067081 -0.311 -0.285 0.916
C -0.718140 -2.300603 -3.319452 0.000 3.104 -0.774
C -2.147597 -2.740416 -3.230200 1.347 -0.601 -0.050
C -2.760912 -2.827846 -1.988618 -0.128 -0.262 0.464
C -4.113373 -3.096218 -1.876288 0.449 0.126 0.420
C -4.865161 -3.314900 -3.006040 -0.615 -0.237 -0.167
C -4.271167 -3.246745 -4.247426 -0.283 -0.022 -0.008
C -2.923014 -2.987190 -4.351908 0.125 -0.161 -0.499
C -0.130395 -1.433200 -4.357521 -0.408 -4.190 -2.728
C -0.492465 -1.584059 -5.759262 1.718 1.665 3.904
Co 1.330662 -2.448974 -3.294647 -2.788 0.927 -0.140
C 1.151115 -2.955041 -1.554663 0.840 0.370 -0.862
O 1.007874 -3.267274 -0.468994 -0.265 -0.173 0.408
C 2.544686 -1.104674 -3.403042 -0.584 -1.408 0.340
O 3.306501 -0.264717 -3.481454 0.364 0.630 -0.141
C 1.684112 -3.893212 -4.329415 0.208 0.789 0.391
O 1.913493 -4.795133 -4.988417 0.007 -0.474 -0.312
H -2.155911 -2.661072 -1.110259 -0.117 -0.011 0.070
H -4.589675 -3.093501 -0.905225 0.060 -0.146 0.108
H -5.903846 -3.592631 -2.912499 -0.227 0.179 -0.036
H -4.879761 -3.359278 -5.132312 0.033 -0.182 -0.166
H -2.467946 -2.980539 -5.325717 0.076 0.001 -0.117
H 0.273730 -1.528414 -6.513855 0.187 -0.022 -0.275
H -1.502042 -1.404892 -6.064944 -0.592 -0.294 -0.125
C -2.271734 3.615841 2.697207 0.241 -0.211 -0.026
C -1.496972 2.498231 1.993919 -0.070 -0.197 -0.180
C -1.932752 1.127601 2.539108 0.192 0.064 -0.088
C -1.789398 2.549918 0.486626 0.192 -0.155 0.102
C 0.045837 2.662213 2.187114 -0.791 1.218 0.473
C 0.437571 2.871253 3.665980 -0.204 -0.177 0.007
C 1.940251 2.756725 3.880489 0.324 -0.109 -0.274
N 2.463262 1.598093 3.151667 0.459 -0.205 0.622
C 3.620751 0.869497 3.525461 -0.928 0.205 -0.586
C 3.872849 -0.178172 2.634450 -0.450 0.202 -0.299
C 4.948639 -1.021485 2.825198 -0.272 -0.014 -0.281
C 5.761584 -0.832920 3.925959 0.178 0.017 0.198
C 5.516515 0.204672 4.813095 0.237 -0.331 -0.116
C 4.456653 1.062492 4.620261 -0.698 0.379 -0.401
S 2.662843 -0.245383 1.341829 0.158 0.037 0.206
C 1.781908 1.131942 2.026308 -0.760 0.467 -0.129
N 0.686823 1.586405 1.527571 2.199 -1.674 0.353
H -1.923407 4.591023 2.359832 0.001 0.177 -0.034
H -3.338189 3.538979 2.482816 -0.012 -0.022 -0.058
H -2.145679 3.558602 3.776921 -0.055 0.046 0.141
H -1.323018 0.334890 2.099978 -0.146 0.105 0.004
H -1.822601 1.075135 3.621887 -0.048 0.019 0.153
H -2.979082 0.926193 2.301418 -0.001 0.059 -0.032
H -1.203586 1.796621 -0.039272 -0.080 0.132 0.047
H -2.844396 2.366953 0.276902 -0.050 -0.001 0.075
H -1.524993 3.522562 0.073713 0.016 0.170 -0.028
H 0.348008 3.566978 1.640315 -0.182 0.210 0.047
H 0.081561 3.847459 4.022432 0.209 -0.191 -0.165
H -0.068106 2.125358 4.285606 0.081 -0.080 -0.053
H 2.461017 3.650037 3.521224 -0.063 0.079 -0.003
H 2.182490 2.654520 4.942880 -0.078 -0.097 -0.110
H 5.134008 -1.813079 2.116524 0.059 -0.152 -0.028
H 6.587134 -1.503179 4.097790 0.164 -0.076 0.010
H 6.163752 0.341998 5.660270 0.142 0.051 0.220
H 4.267622 1.873692 5.295971 -0.003 0.248 0.275



6.
17
Properties=species:S:1:pos:R:3:forces:R:3 method="wB97M-V/def2-TZVPD" gap_ev=11.42 e_tot_ev=-13484.54758 total_charge=0 max_force_ha_per_bohr=0.0321 relative_energy_kj_mol=73.0
O -0.608123 1.345588 -2.635522 0.237 -0.555 -0.555
C -0.343648 1.798987 -1.574699 0.063 1.192 1.141
O 0.438149 1.223752 -0.617815 -0.094 -0.828 -0.827
H -0.663843 2.798443 -1.230868 -0.219 -0.059 -0.246
H -0.182572 0.888093 0.065646 0.059 0.379 0.374
O 0.836371 0.059789 2.333904 -1.022 -0.212 0.175
H 0.426566 -0.737308 1.957840 -0.151 -0.130 -0.038
H 1.750004 -0.065608 2.137025 1.091 0.153 -0.133
O -0.327359 -2.052518 0.666054 -0.003 1.390 -0.017
H 0.277781 -1.751768 -0.038784 -0.257 -0.594 -0.049
H -0.113143 -2.946902 0.884107 0.344 -0.813 -0.038
O 1.083774 -1.426543 -1.897507 0.011 0.424 0.008
H 0.869115 -0.482185 -1.948025 -0.087 -0.003 0.284
H 1.323577 -1.621190 -2.804504 0.049 -0.377 -0.133
O -1.478547 1.189456 1.274238 -0.621 0.439 -0.948
H -0.931750 0.944349 2.006496 0.664 -0.244 0.940
H -2.356352 0.835557 1.422414 -0.066 -0.162 0.062



7.
74
Properties=species:S:1:pos:R:3:forces:R:3 method="wB97M-V/def2-TZVPD" gap_ev=7.64 e_tot_ev=-120128.94139 total_charge=0 max_force_ha_per_bohr=0.0220
C 4.400432 -4.691888 -2.800035 0.066 -0.104 0.066
C 3.540291 -3.677305 -2.062103 0.290 -0.151 0.102
C 2.073812 -4.056654 -1.766775 -0.036 0.404 -0.007
Br 1.507684 -5.818700 -2.412177 0.010 -0.084 -0.048
C 1.024409 -3.067332 -2.218017 -0.049 0.180 0.140
C -0.018049 -2.646065 -1.344564 0.324 -0.231 -0.044
C -0.077775 -3.185518 0.070404 -0.396 0.216 -0.018
C 0.469963 -2.176958 1.087491 0.462 -0.090 -0.214
C 1.988906 -1.970669 1.050811 -0.293 0.363 0.520
C 2.301859 -0.496461 1.323396 -0.005 -0.206 -0.217
N 1.970798 0.303917 0.160389 0.052 0.318 0.049
C 0.924310 1.182867 0.074700 -0.091 -0.051 0.105
C 0.898446 1.708007 -1.189521 -0.077 0.032 -0.114
C 1.975882 1.129198 -1.900633 0.103 0.004 -0.153
C 2.620263 0.277880 -1.044137 -0.081 -0.186 0.062
C -0.990248 -1.740880 -1.811498 0.065 0.048 0.030
C -2.165297 -1.208544 -1.050620 -0.099 -0.091 -0.096
O -3.072630 -0.662021 -1.606841 -0.026 0.092 0.024
N -2.188433 -1.289702 0.406102 -0.821 0.275 -0.072
C -3.226426 -2.041716 0.914806 0.091 -0.065 -0.011
O -3.869826 -2.874947 0.367411 0.278 0.125 0.287
F -3.380691 -1.751038 2.231851 -0.044 -0.023 -0.349
C -0.950866 -1.250431 -3.115612 0.115 0.141 -0.098
C 0.048152 -1.678600 -3.941226 -0.022 0.054 0.069
C 1.017818 -2.572153 -3.513513 0.022 -0.057 -0.001
C 1.872768 -2.837141 -4.731350 -0.615 -0.007 -0.086
O 3.030825 -3.107999 -4.849585 0.068 -0.376 -0.048
N 1.022038 -2.509150 -5.823817 0.906 0.675 0.000
C 0.284536 -1.378490 -5.380659 0.050 -0.499 0.080
O 0.045724 -0.399445 -6.021793 -0.433 0.028 -0.198
H 4.015145 -4.917531 -3.788017 0.006 -0.040 -0.006
H 5.410540 -4.299663 -2.907059 0.030 0.103 -0.062
H 4.480928 -5.614640 -2.228040 -0.057 -0.091 -0.003
H 3.578638 -2.716185 -2.567940 -0.068 -0.003 -0.108
H 4.019982 -3.533938 -1.091233 -0.087 0.136 0.104
H 1.998980 -4.144571 -0.698599 -0.051 -0.275 0.132
H -1.115357 -3.402999 0.313289 0.005 -0.049 -0.020
H 0.420405 -4.145448 0.142221 0.094 -0.076 0.050
H 0.025776 -1.208991 0.874225 -0.089 -0.094 0.045
H 0.159345 -2.463693 2.091608 -0.051 -0.002 0.077
H 2.482760 -2.567935 1.817137 0.109 -0.235 -0.158
H 2.388598 -2.206027 0.070611 0.214 -0.159 -0.074
H 1.686301 -0.130328 2.142991 0.040 0.018 0.136
H 3.346487 -0.355817 1.596927 0.081 0.070 -0.070
H 0.286891 1.369980 0.923344 -0.041 0.029 0.081
H 0.192240 2.422555 -1.574346 -0.065 0.061 0.041
H 2.261432 1.325620 -2.919392 -0.004 0.015 -0.066
H 3.476815 -0.354719 -1.201928 0.076 -0.021 0.028
H -2.187470 -0.346483 0.787786 0.199 -0.065 0.198
H -1.698687 -0.560516 -3.470848 -0.102 0.053 0.055
H 1.535764 -2.390271 -6.690655 -0.119 0.052 -0.062
C -5.113628 4.681515 3.471633 0.020 0.033 0.102
O -3.799532 4.367587 3.875662 0.088 -0.024 -0.272
C -3.543692 2.981487 3.995371 -0.077 0.084 0.174
C -2.166320 2.613732 3.492631 0.108 -0.049 0.093
O -1.998990 2.684155 2.084858 0.051 -0.228 -0.083
C -1.966282 3.956955 1.456199 -0.076 0.062 -0.133
C -0.726551 4.776078 1.732244 0.037 0.197 0.031
O -0.711138 5.282516 3.054343 -0.052 -0.277 0.099
C 0.563547 5.286700 3.655362 -0.056 0.101 -0.021
H -5.827278 4.553898 4.292918 -0.039 -0.040 -0.035
H -5.118866 5.725140 3.161275 0.005 0.016 0.053
H -5.429373 4.065029 2.622953 -0.012 -0.014 0.011
H -4.294436 2.398761 3.449869 0.001 0.018 -0.043
H -3.600538 2.702866 5.056262 -0.039 -0.125 -0.029
H -2.015456 1.558460 3.736001 -0.002 -0.009 -0.003
H -1.393275 3.179343 4.016340 -0.089 0.158 -0.036
H -2.870151 4.530769 1.666988 0.064 0.034 0.152
H -1.964632 3.733869 0.386287 -0.008 -0.014 -0.002
H -0.717537 5.621434 1.031464 0.072 -0.074 -0.098
H 0.162560 4.163713 1.541775 0.001 -0.026 0.007
H 1.074100 4.327133 3.514585 0.025 0.010 -0.020
H 0.419922 5.448333 4.722519 -0.009 0.055 -0.007
H 1.193355 6.090060 3.257494 0.053 -0.047 -0.016